1.
This record from the OMol25 dataset describes 9 unconnected molecules or ions with the total composition C42H75N9 at a distorted geometry. The level of theory is ωB97M-V/def2-TZVPD.

```
126
Properties=species:S:1:pos:R:3:forces:R:3:lowdin_charge:R:1
N 5.027 5.034 2.952 -0.8 -1.1 -0.6 -0.0007
C 4.802 4.308 4.072 -1.2 -0.9 1.2 -0.1567
C 3.652 3.481 3.919 2.2 1.0 -0.8 -0.0801
C 3.284 3.614 2.530 1.1 1.4 0.5 -0.0970
C 4.123 4.597 2.015 -0.1 -0.4 -0.9 -0.1574
H 5.857 5.567 2.734 -0.3 -0.1 0.2 0.1488
H 5.497 4.410 4.893 -0.3 0.0 0.2 0.0988
H 3.299 2.802 4.681 -0.1 0.1 -0.2 0.0805
H 2.572 3.106 1.896 -0.2 0.0 0.4 0.0626
H 4.230 4.922 0.991 -0.3 0.1 0.1 0.1001
N -3.493 -3.406 -1.108 0.4 0.2 -2.1 0.0056
C -3.491 -2.726 0.035 -1.1 0.2 2.1 -0.1818
C -2.604 -3.331 0.878 0.7 0.0 0.5 -0.1361
C -1.893 -4.296 0.127 0.1 0.3 -0.4 -0.0906
C -2.428 -4.286 -1.149 -0.5 -0.4 0.5 -0.1068
H -4.169 -3.193 -1.828 0.5 -0.2 -0.2 0.1525
H -4.209 -1.947 0.247 -0.1 -0.1 -0.1 0.1132
H -2.387 -3.150 1.920 -0.2 0.4 -0.2 0.0720
H -1.034 -4.800 0.545 -0.1 -0.3 -0.4 0.0947
H -2.202 -4.838 -2.049 0.0 0.0 0.2 0.1037
N -0.331 -5.234 4.363 -1.1 -2.3 2.1 -0.0265
C -0.845 -4.062 3.944 2.0 0.7 -1.0 -0.1049
C 0.174 -3.573 3.084 -2.4 1.2 0.1 -0.1115
C 1.135 -4.541 2.974 2.5 -1.7 -0.5 -0.1463
C 0.864 -5.568 3.835 -0.6 0.4 -0.3 -0.1354
H -0.740 -5.874 5.029 -0.4 0.4 -0.1 0.1495
H -1.816 -3.705 4.255 0.2 0.1 0.1 0.0900
H 0.203 -2.619 2.579 -0.3 0.0 -0.1 0.0827
H 1.969 -4.702 2.307 0.2 1.0 -0.1 0.0967
H 1.379 -6.478 4.102 -0.1 0.1 -0.2 0.1108
N -0.540 -1.139 0.254 -0.4 0.9 0.3 0.0074
C 0.689 -1.071 -0.293 0.9 -0.5 -0.5 -0.1571
C 1.417 -0.002 0.223 -1.5 -1.3 0.0 -0.1039
C 0.545 0.580 1.165 -2.1 -0.2 0.0 -0.0893
C -0.739 -0.136 1.172 3.4 1.3 -0.9 -0.0946
H -1.281 -1.694 -0.150 0.1 -0.2 0.4 0.1037
H 0.964 -1.911 -0.914 0.3 0.3 -0.3 0.1049
H 2.428 0.275 -0.039 -0.1 0.0 0.2 0.0691
H 0.846 1.513 1.617 -0.6 -0.1 0.6 0.0615
H -1.705 0.037 1.623 0.3 0.0 0.1 0.0843
N 1.659 0.325 -6.005 0.7 2.4 1.0 0.0177
C 1.785 1.166 -4.942 0.1 2.1 1.2 -0.1787
C 1.525 0.547 -3.703 0.6 0.2 -3.2 -0.0918
C 1.228 -0.759 -4.137 0.3 -1.4 0.5 -0.1204
C 1.381 -0.870 -5.515 -1.9 -1.9 0.2 -0.1637
H 1.704 0.643 -6.963 0.0 -0.4 0.3 0.1610
H 1.997 2.205 -5.145 0.2 0.0 0.1 0.1055
H 1.642 0.956 -2.710 -0.2 -0.1 -0.2 0.0884
H 1.043 -1.577 -3.456 -0.2 -0.1 -0.2 0.0825
H 0.968 -1.535 -6.259 0.4 -0.9 0.5 0.1118
N 1.928 6.093 -2.522 -0.3 0.2 0.8 -0.0154
C 1.747 4.772 -2.219 0.0 -0.7 1.2 -0.1341
C 1.254 4.613 -0.877 0.7 2.2 -2.6 -0.0843
C 1.054 5.969 -0.454 1.6 1.4 -1.1 -0.1076
C 1.547 6.864 -1.461 -1.1 -1.8 1.5 -0.1319
H 2.307 6.483 -3.373 -0.1 -0.4 0.1 0.1473
H 2.070 4.076 -2.979 -0.2 -0.3 0.3 0.0893
H 1.133 3.704 -0.307 -0.2 0.0 -0.3 0.0737
H 0.837 6.394 0.515 -0.3 -0.5 0.1 0.0817
H 1.637 7.940 -1.440 -0.1 -0.2 -0.1 0.0978
C 6.286 -3.185 -2.653 -0.8 -0.1 -0.3 -0.0983
C 5.276 -2.365 -3.461 1.2 0.7 -0.6 -0.2608
N 5.706 -0.968 -3.712 0.4 1.0 1.2 -0.1715
C 4.866 -0.309 -4.738 0.7 -1.4 -0.8 -0.2649
C 5.198 1.115 -5.180 0.0 -0.6 1.7 -0.0797
C 5.876 -0.216 -2.424 -0.3 -0.4 -1.2 -0.2307
C 4.582 0.091 -1.684 0.1 0.6 0.5 -0.0961
H 7.262 -2.986 -3.096 0.2 0.1 0.7 0.0805
H 6.068 -4.239 -2.825 0.0 -0.1 -0.1 0.0649
H 6.166 -3.073 -1.575 0.6 0.4 0.0 0.0675
H 5.363 -2.808 -4.453 -0.9 -0.1 -0.1 0.1093
H 4.282 -2.411 -3.018 -0.3 -0.2 -0.2 0.1025
H 5.002 -0.926 -5.626 0.1 -0.3 -0.2 0.1051
H 3.800 -0.425 -4.542 -0.2 0.4 0.4 0.0697
H 4.509 1.341 -5.993 0.2 0.5 0.2 0.0624
H 5.034 1.677 -4.261 -0.4 0.9 -0.4 0.0544
H 6.244 1.304 -5.423 0.0 -0.4 -0.4 0.0740
H 6.355 0.753 -2.563 0.1 0.1 -0.6 0.1020
H 6.640 -0.739 -1.848 -0.4 -0.4 0.2 0.0984
H 4.845 0.374 -0.665 -0.2 -0.2 0.3 0.0742
H 3.793 -0.661 -1.682 0.3 -0.3 0.0 0.0584
H 4.130 0.998 -2.085 -0.1 0.0 -0.3 0.0582
C -4.882 1.518 -0.566 0.8 -0.3 -0.1 -0.0795
C -3.421 1.139 -1.090 -2.3 1.3 1.1 -0.2306
N -2.904 2.069 -2.127 -0.3 -1.4 0.8 -0.1670
C -1.797 1.344 -2.802 -1.1 1.0 1.1 -0.2685
C -1.612 2.000 -4.102 0.7 -0.2 -2.0 -0.0980
C -2.423 3.349 -1.588 -0.8 0.9 0.5 -0.2464
C -3.063 4.564 -2.279 -0.4 -0.3 -1.2 -0.0855
H -5.338 0.980 0.266 0.9 -1.0 0.3 0.0455
H -5.621 1.293 -1.336 0.0 1.1 -0.3 0.0632
H -4.856 2.493 -0.079 -0.3 0.6 -1.0 0.0576
H -2.809 1.202 -0.191 0.5 -0.7 0.0 0.0867
H -3.552 0.144 -1.514 0.6 0.0 0.1 0.0897
H -2.071 0.290 -2.858 0.2 0.1 -0.2 0.1108
H -0.922 1.490 -2.169 0.5 -0.6 0.0 0.1025
H -2.537 2.108 -4.668 -0.2 0.1 0.3 0.0841
H -0.987 1.383 -4.748 0.4 0.1 0.0 0.0549
H -1.140 2.977 -4.000 0.0 0.0 0.0 0.0734
H -2.764 3.512 -0.565 0.2 -0.7 0.4 0.1043
H -1.334 3.383 -1.569 0.1 0.1 -0.1 0.0919
H -3.029 5.557 -1.831 0.6 -0.3 0.6 0.0656
H -2.710 4.695 -3.302 0.1 -0.1 -0.1 0.0550
H -4.125 4.336 -2.371 -0.1 0.0 0.0 0.0663
C -5.888 -3.473 3.484 0.6 1.1 -1.3 -0.0789
C -5.421 -2.113 4.144 0.1 -2.6 2.0 -0.1708
N -4.320 -2.445 5.148 1.1 1.3 -1.6 -0.1932
C -3.467 -1.244 5.514 -1.6 -1.8 0.3 -0.2524
C -2.751 -0.738 4.335 1.1 0.0 -1.3 -0.1180
C -4.783 -3.204 6.275 -1.6 0.7 0.6 -0.2625
C -5.677 -2.346 7.225 0.8 -0.4 0.6 -0.0853
H -6.363 -4.264 4.063 0.4 0.4 0.5 0.0597
H -5.034 -3.860 2.928 0.3 -0.4 0.4 0.0550
H -6.570 -3.335 2.645 -0.4 0.6 0.1 0.0580
H -5.093 -1.387 3.400 0.0 -0.2 0.2 0.0945
H -6.217 -1.747 4.793 -0.5 0.6 -0.7 0.0823
H -4.057 -0.444 5.961 -0.2 0.1 0.3 0.1101
H -2.748 -1.612 6.246 0.0 0.1 0.2 0.1176
H -3.383 -0.277 3.576 0.0 0.4 0.3 0.0614
H -1.936 -0.079 4.635 -0.2 0.3 -0.2 0.0880
H -2.286 -1.564 3.798 0.2 -0.1 0.1 0.0478
H -3.963 -3.582 6.886 0.3 0.0 -0.3 0.1092
H -5.361 -4.060 5.926 0.2 -0.1 -0.1 0.0919
H -6.407 -1.699 6.739 0.1 -0.1 0.0 0.0596
H -4.974 -1.744 7.800 -0.2 0.5 0.0 0.0598
H -6.179 -2.931 7.996 -0.2 -0.3 -0.2 0.0653
```
Positions in Å, forces in eV/Å.

Summary:
HOMO   -7.7 eV
Energy relative to the best compared isomer or geometry (same formula, charge and spin)   92.14 kcal/mol
E_tot   -58175.278 eV

=====

2.
This record from the OMol25 dataset describes 2 unconnected molecules or ions with the total composition C24H23. The level of theory is ωB97M-V/def2-TZVPD.

```
47
Properties=species:S:1:pos:R:3:forces:R:3:nbo_charge:R:1
C 0.132 -3.562 2.120 -0.1 -0.8 0.0 -0.6444
C 0.952 -2.317 2.118 -0.1 0.6 0.0 -0.0004
C 0.282 -1.168 2.119 0.2 0.0 -0.1 -0.4176
C 2.435 -2.361 2.115 0.2 -0.2 0.0 -0.0077
C 3.129 -3.574 2.117 -0.4 0.2 0.0 -0.2068
C 4.506 -3.608 2.118 0.3 -0.1 0.0 -0.2068
C 5.228 -2.433 2.116 0.3 -0.1 0.0 -0.1986
C 4.568 -1.222 2.114 -0.1 0.2 0.0 -0.2085
C 3.191 -1.186 2.113 -0.2 -0.1 0.0 -0.1980
H 0.726 -4.471 2.121 -0.1 0.0 0.0 0.2179
H -0.509 -3.595 3.002 0.0 0.0 0.0 0.2303
H -0.509 -3.598 1.238 0.0 0.0 0.0 0.2165
H 0.768 -0.215 2.118 0.1 0.4 0.0 0.1895
H -0.791 -1.167 2.123 -0.4 0.0 0.1 0.1772
H 2.592 -4.505 2.119 0.0 -0.2 0.0 0.2059
H 5.019 -4.556 2.120 0.0 -0.1 0.0 0.2190
H 6.305 -2.460 2.117 0.2 0.0 0.0 0.2183
H 5.129 -0.301 2.112 0.1 0.1 0.0 0.2161
H 2.696 -0.232 2.111 0.0 0.2 0.0 0.1996
C -2.413 0.798 -0.190 0.1 0.3 -0.1 0.0766
C -2.980 1.757 0.713 0.0 0.1 0.0 -0.0752
C -3.739 1.346 1.825 0.2 -0.2 -0.2 -0.1387
C -4.284 2.271 2.687 -0.1 -0.2 0.1 -0.2056
C -4.090 3.625 2.473 -0.1 -0.1 0.1 -0.1098
C -3.345 4.056 1.390 0.2 0.2 -0.2 -0.2136
C -2.799 3.141 0.523 0.1 -0.1 -0.1 -0.1434
C -1.733 1.132 -1.345 0.0 0.2 -0.1 -0.3316
C -1.155 0.250 -2.240 0.0 0.3 0.0 0.0827
C -0.423 0.638 -3.408 0.0 0.0 -0.1 -0.0862
C 0.083 -0.328 -4.302 -0.2 0.0 0.3 -0.1291
C 0.806 0.046 -5.413 0.0 -0.3 -0.1 -0.2169
C 1.047 1.386 -5.669 0.0 -0.1 -0.1 -0.1092
C 0.558 2.355 -4.811 -0.1 0.3 0.2 -0.2033
C -0.166 1.989 -3.701 0.0 0.1 0.1 -0.1443
H -2.526 -0.245 0.050 -0.1 -0.4 0.1 0.2212
H -3.898 0.294 1.993 0.0 -0.2 0.0 0.2259
H -4.868 1.944 3.532 0.0 -0.1 0.1 0.2374
H -4.515 4.346 3.151 -0.1 0.1 0.1 0.2357
H -3.187 5.111 1.227 0.0 0.1 0.0 0.2364
H -2.213 3.495 -0.305 0.1 0.2 -0.1 0.2117
H -1.671 2.175 -1.582 0.1 0.3 0.0 0.2097
H -1.258 -0.800 -2.042 0.0 -0.5 0.0 0.2201
H -0.103 -1.372 -4.110 0.0 -0.2 0.1 0.2264
H 1.188 -0.704 -6.089 0.0 -0.1 0.0 0.2392
H 1.619 1.673 -6.537 0.1 0.0 -0.1 0.2358
H 0.750 3.397 -5.011 0.0 0.1 0.0 0.2351
H -0.531 2.754 -3.041 0.0 0.2 0.1 0.2118
```
Positions in Å, forces in eV/Å.

Summary:
HOMO   -10.4 eV
Charge   +1
Energy relative to the best compared isomer or geometry (same formula, charge and spin)   13.03 kcal/mol
E_tot   -25253.234 eV

=====

3.
This record from the OMol25 dataset describes 2 unconnected molecules or ions with the total composition C2H4IN2 at a distorted geometry. The level of theory is ωB97M-V/def2-TZVPD.

```
9
Properties=species:S:1:pos:R:3:forces:R:3:nbo_charge:R:1
C 0.852 -2.137 -0.244 -2.4 4.6 -1.6 0.2553
C 0.788 0.176 0.491 0.6 1.5 0.4 0.7389
N 0.640 -0.877 -0.133 -0.4 -2.5 -0.4 -0.4358
N 0.754 1.290 0.831 -1.7 -3.1 -2.4 -0.4266
I -2.497 1.830 -0.582 -0.3 0.3 -0.1 -0.1442
H 0.289 -2.572 -0.988 -1.2 -1.3 -1.6 0.2158
H 1.543 -2.656 0.223 3.4 -2.3 2.8 0.2000
H -3.513 3.029 -1.000 0.3 -0.3 0.1 0.1468
H 1.143 1.916 1.402 1.8 3.1 2.8 0.4498
```
Positions in Å, forces in eV/Å.

Summary:
HOMO   -13.0 eV
Charge   +1
Energy relative to the best compared isomer or geometry (same formula, charge and spin)   50.37 kcal/mol
E_tot   -13209.461 eV

=====

4.
This record from the OMol25 dataset describes a single C5H3N molecule at a distorted geometry. The level of theory is ωB97M-V/def2-TZVPD.

```
9
Properties=species:S:1:pos:R:3:forces:R:3:nbo_charge:R:1
C -0.816 -0.433 0.163 -1.0 -1.6 -1.5 -0.5257
C -1.628 -1.214 -0.537 1.6 1.8 1.8 0.2948
C 1.169 0.902 -0.305 0.8 0.6 1.2 0.2447
C 0.312 0.029 -1.029 -2.2 0.9 0.4 -0.4949
C -0.130 0.109 1.265 -0.6 2.2 3.4 0.1988
N 0.944 0.874 1.054 -0.4 -0.7 -1.5 -0.5076
H 0.786 -0.888 -1.085 1.5 -1.8 -1.1 0.2784
H -0.179 0.399 -1.908 0.1 0.0 -0.5 0.2697
H -0.459 0.222 2.381 0.1 -1.2 -2.2 0.2419
```
Positions in Å, forces in eV/Å.

Summary:
HOMO (alpha / beta)   -8.9 / -8.9 eV
Energy relative to the best compared isomer or geometry (same formula, charge and spin)   124.68 kcal/mol
E_tot   -6715.316 eV

=====

> What is the energy relative to the best compared isomer or geometry (same formula, charge and spin) in the first record?

92.14 kcal/mol

=====

> E_tot of number 4 (C5H3N)?

-6715.316 eV

=====

> Among the records above, which one has the highest energy relative to the best compared isomer or geometry (same formula, charge and spin)?

C5H3N